ORCA calculation (the ωB97M-V functional and the def2-TZVPD basis) on 9 unconnected molecules or ions with the total composition C11H35F3NO10 at a distorted geometry.

Each line ends with the Mulliken charge.
Geometry (Å):
N1 -0.4348 -0.3442 -0.1495  1.123
H1 0.1420 -1.1590 -0.3542  0.320
H2 -0.2410 0.1181 0.7480  -0.475
H3 -1.4116 -0.6843 0.0182  0.751
H4 -0.5686 0.2818 -0.9354  -0.227
O1 -3.0020 -0.9444 0.3325  -1.171
H5 -3.2713 -0.0249 0.5048  0.174
C1 -0.0077 1.4856 3.0533  -0.233
O2 0.8197 0.7234 2.1554  -0.006
O3 -1.2826 1.2845 2.6288  -0.998
C2 0.3533 1.3809 4.5794  0.730
F1 1.2092 2.4176 4.8592  -0.321
F2 -0.6643 1.4402 5.4014  -0.274
F3 1.0371 0.2532 4.8529  -0.273
C3 2.2158 0.9770 2.2484  -0.755
C4 2.7629 0.3273 0.9598  -0.228
H6 3.8388 0.1285 0.9417  0.518
H7 2.3810 -0.6805 0.7868  -0.313
H8 2.5132 0.8465 0.0337  0.028
H9 2.7127 0.5528 3.1236  0.305
H10 2.5542 2.0176 2.1979  0.374
H11 0.2985 2.5156 2.8071  0.219
O4 0.9039 -3.6260 -0.6047  -0.883
C5 1.5103 -4.0184 0.5998  -0.551
C6 0.9944 -3.4783 1.9885  0.049
O5 -0.2888 -3.7820 2.4391  -1.001
H12 2.5869 -3.7919 0.4931  -0.073
H13 1.4421 -5.1158 0.6742  0.502
H14 1.0732 -2.3802 1.8993  -0.313
H15 1.7311 -3.6213 2.8005  0.329
C7 -1.2531 -0.8298 -3.2842  -0.466
O6 -1.5105 0.4411 -2.6993  -0.439
H16 -0.8481 -0.6312 -4.2780  0.186
H17 -0.5944 -1.3781 -2.6116  0.173
H18 -2.2002 -1.3592 -3.3993  0.301
H19 -2.4281 0.4098 -2.3982  0.324
C8 1.7484 1.9874 -2.5158  -0.529
O7 2.3094 0.9159 -3.2502  -0.618
H20 0.7437 1.8182 -2.1293  0.080
H21 2.5590 2.2797 -1.8437  0.271
H22 1.6393 2.8574 -3.1699  0.316
H23 2.5735 0.2060 -2.6490  0.421
C9 3.8208 -1.8569 -1.4494  -0.691
O8 2.5089 -1.6213 -1.9614  -0.470
H24 4.1878 -2.8166 -1.8178  0.321
H25 4.3929 -0.9925 -1.7926  0.288
H26 3.9179 -1.8853 -0.3630  0.216
H27 2.0509 -2.4555 -1.7456  0.240
C10 -5.4808 0.7931 -1.4778  -0.467
O9 -4.4655 -0.1138 -1.7807  -0.512
H28 -6.0438 1.1130 -2.3570  0.235
H29 -6.2178 0.3031 -0.8321  0.265
H30 -5.0369 1.6253 -0.9266  0.081
H31 -3.9435 -0.3880 -0.9792  0.323
C11 -2.6598 3.2828 -0.0426  -0.683
O10 -1.3926 2.6187 -0.0229  -0.373
H32 -2.8852 3.7223 -1.0153  0.249
H33 -3.4489 2.5567 0.1564  0.076
H34 -2.6759 4.0847 0.6990  0.336
H35 -1.2750 2.2138 0.8532  0.218

spin multiplicity: 1
frontier orbital gap: 3.0 eV
HOMO energy: 0.136 Ha
charge: -3
energy relative to the best compared isomer or geometry (same formula, charge and spin): 0.00 kJ/mol